(1)
96
Properties=species:S:1:pos:R:3:lowdin_spin:R:1 method="wB97M-V/def2-TZVPD" lumo_ev="3.8 / 3.8" orbital_gap_ev="3.879 / 6.018" mol_weight_g_mol=964.72 spin_multiplicity=5 charge=-2
Rh 0.61931 -0.86236 -0.39497 1.5271
C -0.81040 6.60432 -1.87383 0.0024
C -0.50442 6.13005 -0.45338 0.0033
C 0.45056 7.06162 0.28467 0.0020
C 1.79982 7.10013 -0.42004 0.0094
C 2.29140 5.71016 -0.72551 0.0806
C 3.67095 5.50824 -1.00138 0.1770
C 4.10114 4.22318 -1.25150 0.0253
F 5.43126 4.04069 -1.50903 -0.0089
C 3.28244 3.12123 -1.24727 0.1482
C 1.89477 3.29879 -0.97781 0.0601
C 1.02293 2.17775 -0.94708 0.1707
O 1.51583 1.00580 -1.18346 0.2270
C -0.37866 2.43738 -0.65485 0.0081
C -0.77901 3.71586 -0.46140 0.0922
N 0.06031 4.78967 -0.47759 0.0550
C 1.43231 4.62699 -0.72786 0.0323
C -1.47442 1.40725 -0.58094 0.0015
O -2.65203 1.76958 -0.55170 0.0004
O -1.13842 0.16558 -0.54282 0.0562
H -1.15554 7.64166 -1.87371 0.0004
H -1.58264 5.97740 -2.32113 0.0006
H 0.08198 6.53236 -2.49694 0.0009
H -1.43972 6.06167 0.10732 0.0002
H 0.57918 6.68285 1.30192 0.0002
H 0.00923 8.05946 0.35235 0.0001
H 2.53226 7.61508 0.20902 0.0017
H 1.72297 7.69649 -1.33894 0.0037
H 4.37066 6.33355 -0.99958 0.0168
H 3.65943 2.12711 -1.43563 0.0123
H -1.82529 3.92414 -0.28141 0.0066
S 2.78015 -1.60637 -0.14618 0.0339
C 2.80666 -2.74459 -1.50394 -0.0091
N 3.89714 -3.01716 -2.18023 0.2346
N 4.99356 -2.27906 -1.84914 0.0560
C 6.18147 -2.48116 -2.48741 0.0070
C 6.37842 -3.55461 -3.37005 0.0162
C 7.61203 -3.73519 -3.97218 -0.0002
C 8.67567 -2.87455 -3.72762 0.0183
C 8.47622 -1.80685 -2.85666 0.0007
C 7.25442 -1.60598 -2.24501 0.0121
N 1.70912 -3.45227 -1.84982 0.3256
N 0.56746 -3.08147 -1.28062 0.3122
C -0.44034 -4.02480 -1.41981 0.0293
C -1.75389 -3.77145 -0.95059 0.0418
C -2.74596 -4.74201 -1.06828 -0.0045
C -2.49964 -5.97415 -1.64545 0.0541
C -1.21215 -6.23338 -2.11515 -0.0038
C -0.20980 -5.29357 -2.00614 0.0472
H 4.85492 -1.44443 -1.28933 0.0015
H 5.55061 -4.22080 -3.56260 0.0019
H 7.74328 -4.57048 -4.65156 -0.0006
H 9.63467 -3.02667 -4.20645 0.0014
H 9.28521 -1.11418 -2.65416 -0.0005
H 7.10919 -0.76521 -1.57625 0.0006
H -1.32878 -1.70046 -0.46182 0.0090
H -3.73756 -4.49911 -0.69967 -0.0018
H -3.28729 -6.71225 -1.73338 0.0043
H -0.98610 -7.19153 -2.57134 -0.0016
H 0.78635 -5.50677 -2.35966 0.0055
Br 0.25809 0.12897 6.18020 -0.0001
C 0.43493 -0.19647 4.30344 -0.0021
C -0.06160 -1.37328 3.77593 0.0022
C 0.06249 -1.60186 2.41021 0.0108
C 0.65544 -0.65699 1.57921 0.0168
C 1.16489 0.51019 2.14245 0.0060
C 1.05663 0.74849 3.50776 0.0012
H -0.54580 -2.10265 4.41231 0.0002
H -0.31871 -2.53022 2.00369 0.0029
H 1.64328 1.24886 1.50935 0.0021
H 1.44581 1.66107 3.93976 0.0002
C -2.05247 -2.48899 -0.30545 0.0189
C -3.06796 -2.14574 0.43052 0.0184
C -4.03851 -1.81999 1.24953 0.0102
C -3.90282 -2.15725 2.69562 0.0020
C -3.35326 -3.37687 3.08657 0.0006
C -3.16643 -3.67036 4.42966 0.0000
C -3.52880 -2.74933 5.40318 0.0005
C -4.07850 -1.53209 5.02248 0.0001
C -4.26882 -1.24052 3.68050 0.0008
C -5.20122 -1.02172 0.77916 0.0018
C -6.48768 -1.27598 1.25146 0.0008
C -7.56600 -0.53351 0.79279 0.0001
C -7.36831 0.47822 -0.13794 0.0005
C -6.08618 0.74686 -0.59914 0.0000
C -5.00491 0.00768 -0.14283 0.0008
H -3.05939 -4.08769 2.32284 0.0000
H -2.72841 -4.61916 4.71458 0.0000
H -3.37004 -2.97122 6.45120 0.0000
H -4.34079 -0.79716 5.77351 0.0000
H -4.68123 -0.28376 3.38434 0.0000
H -6.64086 -2.06259 1.98128 0.0000
H -8.56214 -0.74569 1.16328 0.0000
H -8.20915 1.06150 -0.49413 0.0000
H -5.91531 1.54793 -1.30740 0.0000
H -3.99951 0.24820 -0.47496 0.0002

---

(2)
34
Properties=species:S:1:pos:R:3:lowdin_charge:R:1 method="wB97M-V/def2-TZVPD" lumo_ev=2.2 orbital_gap_ev=6.712 de_lowest_kj_mol=326.6 mol_weight_g_mol=242.15 spin_multiplicity=1 charge=-1
N -3.84815 4.78002 23.86668 -0.7563
O -2.80657 5.39282 23.65609 -0.0954
O -3.96044 3.60257 23.63139 -0.0699
O -4.77389 5.42421 24.23402 -0.0673
O -3.63545 8.22134 19.53165 -0.0580
H -4.27173 8.90714 19.73427 0.0233
H -3.30982 7.93624 20.38542 0.0336
O -0.89417 3.09457 27.52114 -0.0602
H -1.57395 3.68292 27.84973 0.0270
H -1.10055 2.98401 26.59302 0.0310
O -7.11251 1.75511 26.86635 -0.0564
H -6.80286 1.54405 25.98555 0.0336
H -7.16477 0.90931 27.31145 0.0220
O 1.42051 8.28739 22.73274 -0.0571
H 2.23881 8.01634 23.14885 0.0226
H 0.74877 7.74864 23.15078 0.0341
O -9.62945 5.30505 24.65982 -0.0589
H -9.15278 5.93196 24.11578 0.0269
H -8.95248 4.88277 25.18862 0.0313
O -8.91482 9.89210 25.91988 -0.0532
H -8.82486 8.95614 26.09909 0.0271
H -9.82810 10.08953 26.12765 0.0267
O -8.15843 3.43698 20.70055 -0.0516
H -7.99348 4.04688 21.41960 0.0275
H -9.08577 3.21439 20.78260 0.0223
O -2.50916 -1.04142 22.40423 -0.0603
H -2.70936 -0.29380 22.96744 0.0317
H -2.31472 -0.65379 21.55091 0.0275
O -4.33672 10.08250 26.09608 -0.0575
H -5.26453 9.98761 25.88068 0.0212
H -4.00519 9.18517 26.12984 0.0338
O -4.77736 5.84556 29.03602 -0.0528
H -5.47316 5.30094 28.66794 0.0294
H -5.23501 6.47666 29.59145 0.0226

---

no.,E_tot (eV),strongest force on any atom (eV Å⁻¹)
1,-150555.712,0.52
2,-28430.039,5.58